(1)
The following is a quantum chemistry calculation of CClFO3P as an isolated structure, from the Open Molecules 2025 dataset.

The geometry in XYZ format:
```
7
Properties=species:S:1:pos:R:3:nbo_charge:R:1
C 1.32 -0.06 -0.69 0.32
O 0.10 -0.65 -0.99 -0.84
O -2.13 0.48 -0.50 -1.10
O -0.80 -0.64 1.45 -1.09
F 1.81 -0.71 0.43 -0.40
P -0.91 -0.05 0.12 2.37
Cl 0.61 1.63 0.16 -0.25
```

Net charge: -1
Highest occupied orbital energy (eV): -4.40
Spin multiplicity: 1
HOMO-LUMO gap (Ha): 0.30272

=====

(2)
The following is a quantum chemistry calculation of C5H11O as an isolated structure, from the Open Molecules 2025 dataset.

The geometry in XYZ format:
```
17
Properties=species:S:1:pos:R:3:nbo_charge:R:1
C 0.61 0.33 0.60 0.07
C 0.64 -0.50 -0.60 0.08
C -0.41 -0.24 2.16 -0.52
C -0.04 -1.84 -0.71 -0.66
C -0.03 1.83 -1.28 -0.27
O -0.27 0.65 -0.49 -0.31
H 1.37 1.04 0.86 0.23
H 1.45 -0.32 -1.30 0.24
H -1.41 -0.37 1.80 0.22
H -0.27 0.58 2.85 0.23
H 0.09 -1.15 2.47 0.23
H 0.59 -2.52 -1.28 0.26
H -0.99 -1.74 -1.24 0.26
H -0.23 -2.27 0.26 0.24
H -0.65 2.62 -0.86 0.24
H 1.01 2.13 -1.28 0.21
H -0.36 1.61 -2.30 0.23
```

Net charge: +1
Highest occupied orbital energy (eV): -15.76
Spin multiplicity: 1
HOMO-LUMO gap (Ha): 0.48030

=====

(3)
The following is a quantum chemistry calculation of C9H13NRe as an isolated structure, from the Open Molecules 2025 dataset.

The geometry in XYZ format:
```
24
Properties=species:S:1:pos:R:3:nbo_charge:R:1
C -0.70 1.90 -0.27 -0.28
C 0.70 1.64 -0.47 -0.26
C 1.29 1.39 0.81 -0.39
C 0.24 1.50 1.80 -0.29
C -0.97 1.81 1.13 -0.21
Re -0.04 -0.37 0.32 0.84
C 1.02 -1.36 -1.11 -0.63
C -0.13 -0.89 -1.78 -0.01
C -0.91 -0.77 -2.85 -0.45
N -1.82 -0.75 0.26 -0.74
H 2.34 1.22 1.00 0.25
H 1.21 1.65 -1.42 0.25
H 0.36 1.36 2.87 0.24
H -1.93 1.93 1.61 0.25
H -1.42 2.14 -1.05 0.25
H 1.98 -0.85 -1.26 0.22
H -2.73 -1.10 -0.17 0.37
H 1.09 -2.41 -0.83 0.23
H -0.63 -1.12 -3.86 0.21
H -1.92 -0.36 -2.78 0.20
C 0.76 -1.50 1.83 -0.91
H -0.03 -2.19 1.30 0.34
H 1.29 -2.26 2.42 0.26
H 0.93 -0.60 2.51 0.27
```

Net charge: 0
Highest occupied orbital energy (spin up / spin down) (eV): -5.48 / -7.61
Spin multiplicity: 4
HOMO-LUMO gap (spin up / spin down) (Ha): 0.23222 / 0.23711

=====

(4)
The following is a quantum chemistry calculation of a 3-piece molecular cluster, CH9N2O2 overall, from the Open Molecules 2025 dataset.

The geometry in XYZ format:
```
14
Properties=species:S:1:pos:R:3:nbo_charge:R:1
N 0.99 1.19 -0.05 -0.70
C 1.76 0.31 -0.65 0.40
N 1.63 -0.97 -0.51 -0.70
H 0.30 0.87 0.63 0.43
H 0.86 2.12 -0.41 0.44
H 2.47 0.74 -1.36 0.23
H 2.29 -1.58 -0.97 0.43
H 1.18 -1.37 0.30 0.45
H -0.39 -1.63 2.43 0.50
H -1.35 -1.76 1.19 0.50
O -0.43 -1.62 1.46 -0.98
H -3.12 0.54 -0.27 0.47
H -3.40 1.76 -1.21 0.49
O -2.78 1.39 -0.58 -0.96
```

Net charge: +1
Highest occupied orbital energy (eV): -14.76
Spin multiplicity: 1
HOMO-LUMO gap (Ha): 0.41688

=====

(5)
The following is a quantum chemistry calculation of C32H41Br2N6O2SeTi as an isolated structure, from the Open Molecules 2025 dataset.

The geometry in XYZ format:
```
85
Properties=species:S:1:pos:R:3:mulliken_charge:R:1
Ti -0.58 0.36 -0.04 -0.21
N -6.25 1.30 0.92 -0.02
C -4.80 1.64 0.63 1.32
C -4.37 2.80 1.50 -1.48
C -2.91 3.17 1.22 -0.02
N -2.04 2.06 1.65 -0.45
C -2.72 3.50 -0.26 -1.26
C -3.25 2.44 -1.22 -0.07
N -2.33 1.26 -1.36 -0.46
C -4.67 1.98 -0.85 -1.55
H -6.39 1.04 1.90 0.40
H -6.58 0.51 0.35 0.39
H -6.86 2.10 0.73 0.39
H -4.23 0.74 0.88 -0.95
H -4.51 2.58 2.56 0.47
H -5.00 3.67 1.27 0.49
H -2.69 4.07 1.80 0.42
H -2.31 1.76 2.58 0.31
H -1.10 2.43 1.76 0.17
H -1.67 3.69 -0.46 0.34
H -3.25 4.43 -0.47 0.59
H -3.33 2.89 -2.21 0.40
H -1.62 1.53 -2.04 0.34
H -2.82 0.53 -1.88 0.27
H -4.98 1.15 -1.49 0.54
H -5.34 2.82 -1.07 0.51
C -0.23 -3.30 -4.38 -0.96
N 0.63 -3.24 -3.19 0.33
C 0.41 -2.53 -2.08 -0.03
Se -1.14 -1.49 -1.81 -0.19
N 1.40 -2.76 -1.22 0.49
C 2.33 -3.64 -1.79 0.67
C 3.51 -4.18 -1.32 -0.35
C 4.17 -5.05 -2.17 -0.71
C 3.66 -5.37 -3.43 -0.67
C 2.48 -4.83 -3.90 -0.85
C 1.83 -3.95 -3.04 0.49
H -0.78 -2.37 -4.47 0.36
H -0.92 -4.14 -4.30 0.32
H 0.40 -3.43 -5.25 0.36
H 1.48 -2.27 -0.34 -0.40
H 3.90 -3.94 -0.34 0.34
H 5.10 -5.50 -1.84 0.45
H 4.20 -6.06 -4.06 0.42
H 2.08 -5.10 -4.87 0.39
Br -5.46 -2.75 1.22 -0.08
C -3.85 -2.07 1.86 -0.50
C -3.46 -2.22 3.18 -0.18
C -2.28 -1.63 3.59 -1.05
C -1.53 -0.92 2.67 -0.37
N -1.89 -0.79 1.39 0.84
C -3.03 -1.38 0.99 -0.80
H -4.07 -2.79 3.88 0.51
H -1.93 -1.72 4.61 0.49
H -0.60 -0.45 2.97 0.55
H -3.30 -1.29 -0.05 0.77
Br 6.29 4.81 -1.54 -0.06
C 4.67 3.92 -1.31 0.09
C 4.38 2.82 -2.11 -0.72
C 3.19 2.16 -1.94 -0.38
C 2.28 2.60 -0.96 0.31
C 2.59 3.70 -0.16 -0.31
C 3.78 4.37 -0.33 -0.69
C 1.07 1.88 -0.77 1.18
O 0.69 0.87 -1.48 -0.62
O 0.21 2.14 0.19 -0.21
H 5.09 2.50 -2.86 0.47
H 2.94 1.30 -2.56 0.50
H 1.89 4.03 0.60 0.45
H 4.03 5.23 0.27 0.47
C 3.57 -1.95 2.72 -1.30
C 3.19 -0.52 2.30 2.06
C 4.29 0.08 1.41 -1.37
C 2.97 0.36 3.54 -1.61
C 1.94 -0.56 1.54 0.95
C 0.89 -0.58 0.90 -0.90
H 4.50 -1.92 3.29 0.46
H 3.73 -2.59 1.85 0.10
H 2.80 -2.39 3.35 0.38
H 5.24 0.07 1.96 0.47
H 4.07 1.12 1.15 0.30
H 4.42 -0.49 0.50 0.31
H 3.91 0.46 4.08 0.45
H 2.23 -0.09 4.22 0.36
H 2.63 1.36 3.27 0.32
```

Net charge: +3
Highest occupied orbital energy (eV): -15.33
Spin multiplicity: 1
HOMO-LUMO gap (Ha): 0.23831

=====

(6)
The following is a quantum chemistry calculation of a 11-piece molecular cluster, C11H44N22O11 overall, from the Open Molecules 2025 dataset.

The geometry in XYZ format:
```
88
Properties=species:S:1:pos:R:3:mulliken_charge:R:1
C -4.24 2.44 -0.58 0.37
O -3.99 1.25 -0.43 -0.67
N -3.48 3.25 -1.36 -0.23
N -5.43 2.95 -0.11 -0.44
H -2.87 2.76 -2.00 0.16
H -4.00 4.00 -1.81 0.25
H -5.73 3.87 -0.35 0.16
H -5.98 2.28 0.38 0.25
C 4.70 -4.55 0.46 0.52
O 4.38 -4.70 -0.71 -0.64
N 5.75 -5.22 1.04 -0.42
N 4.28 -3.51 1.25 -0.14
H 5.93 -5.04 2.00 0.17
H 6.07 -6.09 0.65 0.24
H 4.79 -3.32 2.08 0.13
H 3.79 -2.77 0.77 0.06
C 2.88 4.38 -0.02 0.38
O 3.40 5.46 0.27 -0.75
N 1.99 4.20 -1.02 -0.20
N 3.23 3.27 0.69 -0.09
H 1.77 5.04 -1.53 0.15
H 1.59 3.28 -1.16 0.33
H 2.75 2.39 0.57 0.17
H 3.97 3.46 1.34 0.13
C -0.09 -3.94 0.57 0.57
O -0.60 -2.91 1.05 -0.89
N 0.02 -5.11 1.23 -0.47
N 0.38 -3.99 -0.68 -0.29
H -0.41 -5.21 2.14 0.25
H 0.70 -5.80 0.95 0.18
H 0.38 -4.84 -1.21 0.22
H 0.47 -3.15 -1.23 0.21
C 4.65 0.26 1.84 0.60
O 4.14 -0.73 1.32 -0.70
N 4.66 0.46 3.18 -0.37
N 5.07 1.34 1.13 -0.50
H 5.02 1.30 3.58 0.18
H 4.17 -0.28 3.66 0.18
H 4.95 1.29 0.13 0.24
H 5.62 2.10 1.50 0.24
C -1.11 2.70 -3.65 0.67
O -1.53 1.65 -3.14 -0.71
N -0.68 3.67 -2.85 -0.28
N -1.26 2.98 -4.98 -0.45
H -0.49 4.55 -3.31 0.17
H -0.31 3.68 -1.91 0.12
H -1.91 2.40 -5.47 0.22
H -0.81 3.77 -5.40 0.17
C 0.69 0.28 -0.48 0.43
O 1.28 1.36 -0.70 -0.87
N -0.52 0.01 -1.00 0.21
N 1.14 -0.67 0.35 0.33
H -1.11 -0.66 -0.54 0.19
H -0.98 0.68 -1.60 0.05
H 2.11 -0.66 0.62 -0.03
H 0.58 -1.46 0.63 -0.21
C -3.66 -2.28 -0.90 0.44
O -4.79 -2.09 -1.39 -0.75
N -3.11 -1.55 0.09 -0.18
N -3.07 -3.49 -1.08 -0.27
H -3.34 -0.58 0.24 0.32
H -2.36 -1.86 0.70 0.18
H -3.53 -4.10 -1.73 0.21
H -2.51 -3.88 -0.34 0.17
C 1.85 -2.09 4.33 0.60
O 1.97 -0.87 4.18 -0.63
N 1.12 -2.68 5.33 -0.50
N 2.45 -2.94 3.47 -0.14
H 1.41 -3.65 5.43 0.19
H 1.06 -2.24 6.23 0.29
H 2.84 -2.56 2.63 0.15
H 2.42 -3.93 3.63 0.16
C -0.63 3.47 1.79 0.41
O 0.36 4.20 1.74 -0.60
N -0.86 2.42 0.91 0.10
N -1.68 3.69 2.60 -0.36
H -1.82 2.20 0.75 0.12
H -0.05 2.07 0.43 0.08
H -1.56 4.30 3.39 0.26
H -2.47 3.07 2.66 0.13
C -5.19 0.37 -4.26 0.58
O -5.81 0.73 -5.28 -0.76
N -3.86 0.30 -4.18 -0.18
N -5.90 -0.12 -3.21 -0.26
H -3.25 0.12 -3.41 0.09
H -3.49 0.41 -5.11 0.16
H -5.44 -0.51 -2.40 0.24
H -6.89 -0.09 -3.35 0.18
```

Net charge: 0
Highest occupied orbital energy (eV): -8.62
Spin multiplicity: 1
SMILES string: NC(N)=O.NC(N)=O.NC(N)=O.NC(N)=O.NC(N)=O.NC(N)=O.NC(N)=O.NC(N)=O.NC(N)=O.NC(N)=O.NC(N)=O
HOMO-LUMO gap (Ha): 0.31397

=====

(7)
The following is a quantum chemistry calculation of C14H23F3NO3PRuS as an isolated structure, from the Open Molecules 2025 dataset.

The geometry in XYZ format:
```
47
Properties=species:S:1:pos:R:3:nbo_charge:R:1
C -1.50 2.75 -2.80 -0.08
C -0.15 2.80 -2.42 -0.23
C 0.42 1.74 -1.68 0.08
C -0.35 0.61 -1.31 -0.11
C -1.72 0.60 -1.67 -0.03
C -2.29 1.66 -2.42 -0.22
C 1.87 1.80 -1.25 -0.48
C 2.17 1.81 0.26 -0.22
N 1.25 1.02 1.16 -0.49
Ru 0.35 -0.82 0.13 0.61
C -2.58 -0.53 -1.14 -0.73
P -1.98 -0.79 0.61 1.12
H 0.46 3.66 -2.69 0.26
H -3.35 1.63 -2.69 0.25
H -1.94 3.57 -3.38 0.26
H -2.37 -1.48 -1.68 0.27
H -3.66 -0.33 -1.19 0.27
H 2.39 0.93 -1.69 0.24
H 2.36 2.70 -1.68 0.26
H 3.18 1.42 0.42 0.23
C -2.71 -2.38 1.17 -0.94
C -2.97 0.46 1.54 -0.93
H 2.17 2.86 0.64 0.22
C 0.15 1.91 1.61 -0.42
C 2.02 0.57 2.35 -0.43
H -0.12 -2.08 -0.68 0.02
H 0.56 2.76 2.20 0.23
H -0.39 2.30 0.74 0.22
H -0.54 1.33 2.24 0.21
H 2.28 1.44 2.96 0.23
H 1.42 -0.15 2.95 0.22
H 2.95 0.09 2.01 0.23
H -4.05 0.28 1.40 0.28
H -2.73 0.42 2.62 0.27
H -2.72 1.47 1.16 0.26
H -3.81 -2.35 1.18 0.27
H -2.37 -3.18 0.49 0.26
H -2.35 -2.61 2.19 0.27
H 0.79 -1.87 1.32 -0.01
F 2.80 -5.12 -0.73 -0.24
C 1.95 -4.03 -0.68 0.79
F 1.46 -3.79 -1.95 -0.26
F 0.91 -4.30 0.19 -0.27
S 2.88 -2.58 -0.10 2.01
O 3.24 -2.64 1.39 -0.54
O 4.29 -2.59 -0.72 -0.47
O 2.34 -0.96 -0.39 -0.77
```

Net charge: +2
Highest occupied orbital energy (spin up / spin down) (eV): -15.82 / -15.74
Spin multiplicity: 5
HOMO-LUMO gap (spin up / spin down) (Ha): 0.29212 / 0.15465